ORCA calculation (ωB97M-V/def2-TZVPD) on the molecule C24H32N2O3.

F_max (Eh/bohr): 0.0139
Energy relative to the best compared isomer or geometry (same formula, charge and spin) (kJ/mol): 58.9
Kohn-Sham gap (eV): 7.855
E_LUMO (eV): 0.5

Atoms and positions in Å:
C1 0.042 3.593 -1.660
C2 0.527 2.487 -0.777
C3 -0.129 1.936 0.259
C4 -1.497 2.273 0.692
O1 -1.871 2.178 1.837
O2 -2.286 2.640 -0.334
C5 -3.692 2.842 -0.115
C6 -3.961 4.020 0.816
C7 -4.363 1.561 0.372
C8 0.465 0.796 1.065
C9 -0.275 -0.471 0.692
C10 -1.033 -1.164 1.621
C11 -1.742 -2.294 1.265
C12 -1.716 -2.780 -0.045
N1 -2.371 -3.948 -0.420
C13 -3.104 -3.989 -1.664
C14 -2.960 -4.780 0.599
C15 -0.933 -2.085 -0.974
C16 -0.236 -0.952 -0.611
C17 1.943 0.640 0.803
C18 2.522 1.212 -0.274
C19 3.957 1.003 -0.642
C20 4.494 -0.321 -0.081
C21 6.007 -0.391 -0.297
C22 3.828 -1.505 -0.785
C23 4.179 -0.355 1.415
C24 2.700 -0.187 1.728
O3 2.209 -0.690 2.721
N2 1.806 2.052 -1.087
H1 0.840 4.315 -1.834
H2 -0.807 4.100 -1.217
H3 -0.273 3.188 -2.622
H4 -4.053 3.083 -1.124
H5 -3.450 4.910 0.456
H6 -5.029 4.217 0.851
H7 -3.608 3.791 1.817
H8 -5.442 1.687 0.362
H9 -4.094 0.730 -0.278
H10 -4.038 1.330 1.382
H11 0.302 0.981 2.133
H12 -1.076 -0.808 2.639
H13 -2.333 -2.789 2.019
H14 -3.004 -4.979 -2.117
H15 -4.174 -3.792 -1.501
H16 -2.727 -3.247 -2.361
H17 -3.182 -5.753 0.159
H18 -3.895 -4.367 1.006
H19 -2.250 -4.926 1.411
H20 -0.852 -2.445 -1.989
H21 0.353 -0.434 -1.356
H22 4.065 1.020 -1.730
H23 4.552 1.831 -0.238
H24 6.404 -1.319 0.105
H25 6.509 0.437 0.200
H26 6.245 -0.349 -1.358
H27 4.035 -1.481 -1.853
H28 4.211 -2.441 -0.385
H29 2.751 -1.491 -0.637
H30 4.518 -1.289 1.865
H31 4.705 0.462 1.920
H32 2.288 2.513 -1.844